Molecular formula: C10H20F30Li2N5O30S10
Method: DFT, ωB97M-V/def2-TZVPD

CARTESIAN COORDINATES (ANGSTROEM)
1 O 6.836 4.076 -2.707
2 F -8.291 -0.684 -4.083
3 Li 0.549 -1.157 -4.192
4 O 4.999 -5.325 5.057
5 N 0.358 0.588 -0.997
6 C 1.223 2.733 0.299
7 F 1.613 2.064 1.396
8 F -7.263 2.039 1.704
9 O 8.863 2.263 -3.565
10 H 2.491 0.544 -3.404
11 F 1.049 -1.784 4.389
12 H -3.614 -2.525 1.790
13 S 4.251 -4.674 6.084
14 H -4.300 2.936 -1.997
15 Li 1.996 -0.434 -0.552
16 S -4.710 -3.350 -2.757
17 F 9.616 -0.016 -1.332
18 F 0.074 -3.683 4.751
19 F -6.233 -0.712 -4.737
20 F 3.266 -5.501 8.399
21 O 2.735 -2.016 -1.597
22 S -3.919 3.301 1.791
23 N -5.234 4.213 1.988
24 C -0.901 -1.832 -0.291
25 O -2.773 4.009 1.288
26 F 11.134 0.922 -2.551
27 F 4.517 4.278 -1.186
28 O -5.225 4.100 -0.545
29 S 9.056 2.461 -2.155
30 F -3.776 3.798 4.448
31 F -1.846 -2.674 -0.604
32 H -0.252 4.406 -2.668
33 C 3.812 -6.011 7.295
34 O 0.370 4.802 3.936
35 F 0.326 -2.362 -0.474
36 H -4.016 1.456 -1.890
37 F -4.931 -5.939 -3.376
38 C -7.140 2.613 0.519
39 F -3.121 -4.994 -4.069
40 H 4.527 0.307 -1.708
41 O 1.553 0.472 -3.620
42 S -6.597 -1.627 -2.279
43 F 0.691 -3.185 2.750
44 O -1.151 1.666 0.680
45 C 5.510 3.610 -0.620
46 F -2.344 2.385 3.660
47 F 2.188 2.684 -0.639
48 H 2.784 -1.291 1.755
49 H 0.780 5.100 3.118
50 C -3.604 2.812 3.556
51 H -3.292 -4.023 1.694
52 H -1.386 -6.051 1.295
53 O 3.633 -2.912 3.687
54 O -5.526 -1.001 -1.576
55 C -7.015 -0.473 -3.687
56 O -0.689 -0.864 -2.709
57 H 2.745 -2.481 -2.436
58 O 2.541 -5.095 3.453
59 N -6.273 -3.100 -2.981
60 O 4.946 -3.694 6.873
61 C 1.003 -3.061 4.052
62 F 10.865 1.516 -0.476
63 O 1.979 -0.816 1.506
64 O -3.808 -3.375 2.197
65 F -4.412 1.805 3.865
66 F -0.999 -1.503 0.980
67 O 9.754 3.660 -1.772
68 H 0.258 5.336 -3.776
69 O -7.017 5.273 0.573
70 F 6.232 4.418 0.125
71 H -1.116 -4.802 0.458
72 O -4.284 2.129 -2.527
73 S -1.022 -0.344 -1.386
74 H -0.404 5.365 4.040
75 O -3.843 -2.338 -3.295
76 O 5.670 1.933 -2.697
77 F -5.049 -4.636 -5.069
78 H 1.777 -0.275 2.279
79 O -1.646 -5.131 1.190
80 H -1.165 3.109 -4.090
81 N 7.748 2.241 -1.158
82 O -4.404 -3.851 -1.444
83 N 2.738 -4.105 5.776
84 O 3.909 0.458 -0.984
85 F -8.357 2.962 0.061
86 H 4.168 1.322 -0.631
87 C -4.439 -4.806 -3.895
88 F 4.900 -6.709 7.625
89 O -7.812 -1.731 -1.518
90 H -0.681 1.997 -5.028
91 O -0.736 2.787 -1.461
92 O -4.183 2.044 1.140
93 S 6.514 2.869 -1.994
94 O -1.419 2.241 -4.463
95 F 0.993 3.964 0.712
96 H 1.083 0.756 -2.797
97 O -0.411 4.671 -3.589
98 F -6.618 1.763 -0.342
99 F -6.951 0.767 -3.262
100 O -2.328 0.152 -1.272
101 S -6.072 4.186 0.599
102 F 2.920 -6.838 6.745
103 S 2.675 -3.870 4.192
104 C 10.245 1.142 -1.578
105 F 4.985 2.660 0.197
106 H 3.429 -2.440 -1.074
107 S -0.280 1.936 -0.403

Output
LUMO level (eV): 2.56
Total charge: -3
E_HOMO (eV): -3.7
Kohn-Sham gap (Eh): 0.23157

Molecular formula: C10H20N2OPRu
Method: DFT, ωB97M-V/def2-TZVPD

CARTESIAN COORDINATES (ANGSTROEM)
1 H 2.249 1.435 -0.458
2 H -1.362 -1.269 -3.523
3 C 4.959 0.186 -2.108
4 C 2.639 0.111 -2.273
5 H 0.081 1.956 3.160
6 C -2.592 0.191 3.389
7 H -1.618 -1.684 -1.199
8 H 0.109 0.240 -4.290
9 C -2.512 -1.909 1.370
10 H -2.268 -2.207 2.404
11 H 6.043 0.033 -2.261
12 C 4.376 0.954 -1.025
13 C -0.997 2.002 2.981
14 H -0.286 -2.308 -0.269
15 Ru -0.622 0.685 -1.300
16 H -2.038 0.769 -4.050
17 H -2.678 0.865 4.236
18 P -0.977 0.080 -3.370
19 H 4.955 1.469 -0.260
20 H 0.072 -0.772 -0.829
21 C -1.113 0.217 1.373
22 C 2.972 0.942 -1.128
23 O -0.265 0.921 0.746
24 H -1.209 2.796 2.255
25 H -1.499 2.253 3.920
26 H -2.541 -2.815 0.756
27 H 1.591 -0.037 -2.563
28 N -1.501 -0.985 0.846
29 C 3.886 -0.366 -2.862
30 H -3.551 0.183 2.858
31 C -0.868 -1.392 -0.455
32 H -2.350 -0.806 3.769
33 H -3.530 -1.477 1.346
34 H 3.968 -0.978 -3.755
35 N -1.524 0.714 2.567

Output
LUMO level (spin up / spin down) (eV): -2.67 / -4.59
Total charge: +1
Spin multiplicity: 5
E_HOMO (spin up / spin down) (eV): -10.7 / -10.7
Kohn-Sham gap (spin up / spin down) (Eh): 0.29641 / 0.22289

Molecular formula: C10H20N2PRuS
Method: DFT, ωB97M-V/def2-TZVPD

CARTESIAN COORDINATES (ANGSTROEM)
1 H -0.346 -0.171 4.066
2 H -0.932 1.519 4.082
3 C -0.578 0.774 -2.944
4 H 2.654 -1.282 1.308
5 H -0.053 -4.391 -2.390
6 C -2.671 0.746 1.806
7 C -1.136 1.913 -3.592
8 H 0.966 -4.905 -0.495
9 H 2.404 0.991 1.847
10 H -2.648 0.964 0.732
11 H -3.332 -0.111 2.004
12 N -1.313 0.483 2.286
13 C 1.440 0.825 2.339
14 C -0.064 2.746 -4.048
15 H 1.580 0.196 -2.581
16 H 1.166 -2.256 0.845
17 H -2.091 0.179 4.217
18 S -1.271 -1.565 0.553
19 H -3.045 1.624 2.342
20 C -1.152 0.498 3.747
21 H -1.129 -0.054 -2.490
22 H 0.827 1.728 2.234
23 C -0.540 -0.385 1.565
24 H -0.172 3.690 -4.575
25 C 0.872 0.914 -2.998
26 P 0.905 -3.863 -1.468
27 H 1.822 -0.761 -0.161
28 H 1.617 0.617 3.402
29 Ru 0.495 -1.848 -0.729
30 C 1.172 2.131 -3.688
31 H 2.124 -4.052 -2.194
32 H 2.170 2.515 -3.892
33 H -2.194 2.119 -3.722
34 C 1.655 -1.203 0.890
35 N 0.798 -0.326 1.700

Output
LUMO level (spin up / spin down) (eV): 0.49 / -1.72
Energy above the lowest of the compared OMol25 structures with the same formula, charge and spin (kcal per mole): 50.9
Spin multiplicity: 6
E_HOMO (spin up / spin down) (eV): -3.9 / -7.4
Kohn-Sham gap (spin up / spin down) (Eh): 0.16241 / 0.21018

Molecular formula: C10H20N4O4
Method: DFT, ωB97M-V/def2-TZVPD

CARTESIAN COORDINATES (ANGSTROEM)
1 H 5.710 0.251 -1.671
2 C -5.962 0.538 -0.703
3 N 5.741 -0.300 -0.851
4 H -3.769 -1.974 -0.490
5 H -5.899 -1.503 0.146
6 H -5.257 -0.179 1.192
7 C -5.326 -0.522 0.154
8 H -5.205 2.219 0.179
9 H -5.997 0.283 -1.772
10 H 0.755 1.402 1.431
11 H 6.667 -0.643 -0.515
12 O 2.885 2.350 -0.515
13 H -1.432 -0.477 -1.062
14 O 1.344 2.172 1.045
15 H -2.054 -2.793 -0.464
16 C -2.712 -0.504 0.581
17 H 2.596 -0.167 1.093
18 C 2.190 1.673 0.161
19 N -5.067 1.693 -0.675
20 C -1.388 -0.875 -0.024
21 H 3.426 0.633 -1.684
22 N -1.171 -2.371 -0.235
23 O 4.598 -1.375 0.674
24 H -2.718 -1.026 1.602
25 C 4.560 -0.695 -0.304
26 H -3.743 -0.445 -1.302
27 C -0.127 -0.419 0.685
28 H -0.810 -2.782 0.643
29 O -0.156 0.076 1.805
30 N 0.919 -0.342 -0.157
31 H -2.791 0.549 0.779
32 C 2.238 0.151 0.065
33 C 3.257 -0.279 -1.021
34 C -3.913 -0.912 -0.323
35 H 0.707 -0.836 -0.985
36 H -6.970 0.786 -0.356
37 H -5.272 2.362 -1.437
38 H 2.840 -1.144 -1.608

Output
LUMO level (eV): 0.67
Energy above the lowest of the compared OMol25 structures with the same formula, charge and spin (kcal per mole): 19.2
E_HOMO (eV): -9.7
Kohn-Sham gap (Eh): 0.37957

| no. | total energy (eV) |
| --- | --- |
| 1 | -269859.0117 |
| 2 | -27580.5100 |
| 3 | -36371.7723 |
| 4 | -24845.6478 |